A cluster of 7 separate species, C27H72BrN6O8S2 in total. Source: the Open Molecules 2025 dataset; level of theory: ωB97M-V with the def2-TZVPD basis set.

XYZ file:
```
116
Properties=species:S:1:pos:R:3:forces:R:3
C 1.265426 -6.954195 -1.850823 0.381 0.067 0.328
C 0.763783 -5.557043 -1.670503 -0.142 0.163 0.110
O 1.156900 -4.579062 -2.202073 0.285 0.148 -0.474
O -0.302213 -5.378721 -0.740786 -0.447 -0.800 0.129
C -1.530379 -5.129168 -1.278878 0.500 0.926 -0.335
S -2.805050 -6.471407 -0.866032 -0.398 -0.155 0.225
S -3.717544 -6.900936 -2.621662 0.071 0.140 -0.184
Br -1.701189 -8.223852 -0.243299 0.091 0.065 -0.031
H 1.008319 -7.605269 -1.014529 -0.027 0.145 -0.207
H 2.355454 -6.898979 -1.944079 -0.236 -0.045 -0.108
H 0.860835 -7.346847 -2.790270 -0.021 0.003 0.143
H -1.531086 -5.014382 -2.370786 -0.002 -0.195 0.169
H -2.014834 -4.272091 -0.789715 0.062 -0.248 0.088
H -2.627597 -6.820528 -3.422600 0.034 -0.095 0.007
C 1.028429 -0.681918 1.319337 -0.003 -0.002 0.053
C 1.447923 -1.534471 0.126480 -0.053 0.087 0.062
C 2.791277 -1.127616 -0.491821 0.068 -0.077 -0.058
O 2.738968 0.033521 -1.289104 -0.054 -0.012 0.046
C 2.829330 1.264445 -0.590480 0.005 0.066 -0.073
N 0.365055 -1.543367 -0.862008 -0.079 -0.135 -0.099
H 0.660075 0.293819 1.001402 0.026 0.003 -0.011
H 0.221292 -1.171898 1.866766 0.128 0.134 -0.001
H 1.860215 -0.525554 2.007880 -0.001 0.008 -0.004
H 1.573353 -2.563948 0.483411 0.030 -0.012 -0.022
H 3.109611 -1.928729 -1.165152 -0.004 0.022 -0.019
H 3.560364 -1.025391 0.285793 -0.041 0.015 0.029
H 3.493610 1.184186 0.274709 -0.003 0.003 -0.001
H 1.846979 1.615522 -0.261882 0.017 -0.008 0.065
H 3.247353 2.002934 -1.270668 0.037 -0.024 0.006
H 0.597682 -2.200555 -1.601249 0.026 -0.022 0.023
H 0.353558 -0.634728 -1.318680 -0.029 0.012 0.051
C 3.614466 4.832894 1.350032 -0.073 -0.030 0.016
C 4.694693 3.819232 1.715965 -0.023 0.122 -0.100
C 5.619505 4.280050 2.849524 0.044 -0.083 0.089
O 6.583072 5.241779 2.472643 -0.088 -0.007 0.003
C 6.107356 6.575187 2.432378 0.095 0.034 -0.031
N 5.427717 3.446732 0.503025 0.090 -0.072 0.093
H 4.022432 5.654871 0.761630 0.010 -0.006 0.016
H 2.842318 4.354348 0.746273 0.025 0.000 -0.024
H 3.144311 5.253966 2.240947 0.018 0.018 -0.003
H 4.189906 2.917583 2.083079 0.027 0.006 0.042
H 6.191662 3.416619 3.199584 0.029 0.015 -0.026
H 5.027565 4.649772 3.697814 -0.022 0.009 -0.023
H 5.344898 6.754602 3.195083 -0.024 0.016 -0.029
H 5.694695 6.819520 1.449496 -0.054 0.036 0.029
H 6.954504 7.236081 2.615693 0.029 -0.047 0.014
H 6.067864 2.687256 0.716189 -0.032 -0.029 -0.025
H 6.032937 4.223998 0.250754 -0.064 0.016 -0.037
C 1.181665 -6.455481 -7.917194 0.059 -0.002 -0.007
C 0.577743 -5.533220 -6.863543 -0.052 -0.067 -0.149
C 0.316211 -6.220717 -5.518214 -0.019 0.126 0.045
O -0.822637 -7.075577 -5.487589 0.011 -0.009 0.271
C -0.609731 -8.381353 -6.008333 -0.087 0.001 0.019
N -0.611166 -4.891366 -7.418794 -0.083 -0.028 0.225
H 0.431459 -7.121948 -8.343809 -0.003 0.007 0.014
H 1.588456 -5.862960 -8.734674 -0.035 0.003 -0.007
H 1.987902 -7.063726 -7.502851 -0.004 0.000 -0.002
H 1.306095 -4.742490 -6.657107 0.009 -0.028 0.048
H 0.117618 -5.440191 -4.776212 -0.044 -0.022 0.000
H 1.206395 -6.773819 -5.188981 0.011 -0.015 -0.046
H 0.399563 -8.736325 -5.780829 0.001 0.001 -0.017
H -0.766491 -8.416949 -7.086531 0.051 -0.001 -0.008
H -1.333330 -9.045090 -5.535995 0.001 0.003 0.008
H -0.953335 -4.170961 -6.791319 0.057 0.080 -0.063
H -1.359694 -5.575171 -7.481065 0.032 -0.004 -0.105
C -2.506145 -1.613242 3.524249 0.040 0.057 0.021
C -1.742631 -2.907689 3.263906 -0.190 -0.015 0.022
C -1.556763 -3.225916 1.777155 0.128 0.045 -0.009
O -2.724269 -3.727133 1.121599 0.027 -0.038 -0.090
C -3.651546 -2.729387 0.706013 -0.046 0.036 -0.035
N -2.379343 -3.992177 4.010880 0.067 -0.109 -0.144
H -3.577454 -1.741901 3.364136 0.011 -0.011 -0.018
H -2.369659 -1.305667 4.559856 -0.023 -0.027 0.006
H -2.155223 -0.806237 2.877917 -0.011 0.001 -0.012
H -0.733137 -2.784566 3.669912 0.016 0.003 -0.038
H -0.811134 -4.021483 1.685420 -0.040 -0.044 -0.006
H -1.173105 -2.354391 1.231174 -0.158 -0.153 -0.028
H -3.139094 -1.814640 0.399861 -0.007 0.001 0.006
H -4.369884 -2.493338 1.490704 0.006 0.033 0.006
H -4.210303 -3.118780 -0.147687 0.016 -0.010 0.000
H -1.813178 -4.833106 3.963195 0.041 0.023 0.089
H -3.256989 -4.231417 3.558674 -0.035 0.059 0.065
C 0.747872 10.119565 3.575568 -0.028 0.040 0.017
C 1.131582 8.882617 4.380031 -0.028 0.024 -0.110
C 2.637306 8.745491 4.635528 -0.002 -0.099 0.114
O 3.387831 8.303622 3.517725 0.024 0.114 0.006
C 3.745029 9.315708 2.593231 -0.025 -0.138 -0.056
N 0.560891 7.698449 3.733955 0.105 -0.070 0.052
H 0.975004 9.993563 2.516332 0.019 -0.006 0.014
H -0.323512 10.298478 3.657908 0.001 -0.027 -0.022
H 1.271526 11.006762 3.936016 0.003 -0.004 -0.005
H 0.664174 8.971264 5.366275 0.039 0.002 0.012
H 2.783269 7.979072 5.401305 0.025 -0.019 -0.030
H 3.056774 9.682043 5.025091 -0.038 0.027 -0.033
H 3.936363 10.269367 3.093592 -0.019 -0.004 0.012
H 2.968264 9.454200 1.837661 0.021 0.096 -0.002
H 4.656666 8.994816 2.089652 0.007 -0.002 0.020
H 0.701426 6.885011 4.324945 -0.062 0.011 0.029
H 1.097913 7.507217 2.892248 -0.048 0.034 -0.022
C -6.867631 2.577087 0.222054 0.007 0.052 0.016
C -6.704328 1.349342 1.111221 -0.077 0.033 -0.107
C -5.390964 0.591216 0.885989 0.023 -0.056 0.108
O -5.352175 -0.200388 -0.291140 0.043 0.013 0.013
C -5.027521 0.497479 -1.479208 0.012 -0.076 -0.019
N -7.884386 0.497334 0.966376 0.120 -0.130 0.025
H -7.137285 2.299021 -0.797512 0.015 -0.014 0.009
H -7.666945 3.208869 0.606507 -0.019 -0.028 -0.015
H -5.951195 3.169030 0.186640 -0.001 -0.003 -0.004
H -6.678867 1.693467 2.150354 0.046 -0.010 -0.003
H -5.259245 -0.113404 1.712571 -0.004 -0.031 -0.031
H -4.535082 1.279230 0.902014 -0.028 0.035 -0.017
H -4.311095 1.301226 -1.284014 -0.009 0.010 -0.008
H -5.911546 0.918365 -1.962388 0.013 0.048 0.019
H -4.573391 -0.218682 -2.164629 0.008 0.000 0.008
H -7.855941 -0.256440 1.645439 -0.052 0.048 0.055
H -7.843444 0.040156 0.059928 -0.050 0.059 -0.017
```
Positions in Å, forces in eV/Å.

E_HOMO: -10.4 eV
total charge: +1

The molecule C5H7NO. Source: the Open Molecules 2025 dataset; level of theory: ωB97M-V with the def2-TZVPD basis set.

XYZ file:
```
14
Properties=species:S:1:pos:R:3:forces:R:3
O -0.986476 -2.510582 0.268166 0.159 0.550 -0.059
C -0.602409 -1.437596 -0.101362 -0.146 -0.405 0.161
C -1.144880 -0.354606 -1.043588 -0.229 -0.027 -0.088
N 0.143368 0.371415 -0.935836 0.008 0.100 -0.151
C 0.143197 1.337226 0.200422 -0.062 0.254 0.106
C 1.008611 0.390279 1.052497 0.052 -0.009 0.129
C 0.728670 -0.675391 -0.020911 0.246 -0.225 0.013
H -1.349718 -0.721721 -2.055381 0.041 -0.003 0.150
H -2.020026 0.200612 -0.685009 0.119 -0.091 -0.046
H -0.860077 1.503173 0.615818 0.138 -0.021 -0.081
H 0.578308 2.307820 -0.053614 -0.044 -0.161 0.048
H 0.716998 0.200586 2.087399 -0.020 -0.038 -0.175
H 2.064788 0.669241 1.023039 -0.156 -0.048 0.075
H 1.579646 -1.280457 -0.351640 -0.106 0.125 -0.081
```
Positions in Å, forces in eV/Å.

E_HOMO: -9.4 eV
energy relative to the best compared isomer or geometry (same formula, charge and spin): 2.357 eV
SMILES string: O=C1CN2CC[C@@H]12
total charge: 0

A structure of composition C13H27CrN4O2P. Source: the Open Molecules 2025 dataset; level of theory: ωB97M-V with the def2-TZVPD basis set.

XYZ file:
```
48
Properties=species:S:1:pos:R:3:forces:R:3
Cr 0.388618 0.351744 0.563136 -1.827 0.410 -0.065
C -0.754537 1.351314 4.631588 0.636 -0.261 0.428
C -0.281872 0.695595 3.359177 -1.312 1.100 -2.288
N -0.262782 1.420202 2.232240 0.137 -0.932 1.484
O -0.814768 2.721785 2.399198 0.586 -0.991 0.220
C -0.161644 -0.740811 3.199149 0.079 0.942 -3.261
C -0.359590 -1.613422 4.345007 -0.272 -1.642 -0.171
N -0.049626 -1.221975 1.867342 0.079 1.342 4.405
O 0.059119 -2.464964 1.791189 0.097 -0.522 -1.337
H -1.865216 1.261493 4.700994 0.838 0.055 0.082
H -0.464872 2.414814 4.625784 -0.307 -0.513 0.024
H -0.248315 0.861938 5.498098 -0.683 0.337 -0.558
H -0.736606 3.082107 1.521273 0.012 0.351 -0.547
H -1.122848 -1.213192 5.004263 -0.210 -0.176 0.059
H 0.548918 -1.664777 4.906893 0.684 -0.267 0.651
H -0.595475 -2.656339 4.001870 0.074 1.055 0.373
H -1.018976 1.076185 -0.203967 -0.133 0.683 0.366
C -3.682706 -0.044236 -2.758940 0.325 0.387 -1.122
C -3.051153 -0.165622 -1.371217 1.092 0.667 -0.968
P -1.208067 0.182182 -1.600289 1.208 -2.134 1.905
C -0.446642 -1.493688 -1.854519 -0.349 -0.929 -0.939
C 1.077154 -1.526505 -2.157519 1.316 1.351 0.838
C -0.741775 1.285898 -2.948792 0.789 1.108 1.280
C -0.611312 0.770008 -4.367403 -0.342 -0.141 -1.178
H -4.748832 -0.242781 -2.776876 -0.146 -0.115 0.270
H -3.213943 -0.788135 -3.470570 -0.460 0.872 0.697
H -3.565943 0.991882 -3.177248 0.011 -0.978 0.267
H -3.200878 -1.176830 -1.009573 0.352 -0.116 0.322
H -3.401140 0.552812 -0.627776 -0.195 -0.051 -0.161
H -0.896582 -1.820189 -2.811518 -0.239 -0.360 0.480
H -0.787547 -2.199187 -1.031070 0.450 0.947 -0.927
H 1.345277 -2.072801 -3.085339 -0.350 0.399 0.611
H 1.750228 -1.893299 -1.343047 -0.995 -0.341 -0.379
H 1.502332 -0.474724 -2.205864 -0.622 -0.876 -0.538
H 0.149872 1.847491 -2.497938 -0.477 -1.167 -1.009
H -1.412011 2.108435 -2.816033 -1.107 0.527 -0.402
H 0.394460 0.407790 -4.503736 0.645 0.421 -0.323
H -0.901129 1.532746 -5.170723 0.562 -1.069 1.284
H -1.145889 -0.175036 -4.582044 -0.427 0.705 0.330
N 4.466462 -0.544896 0.847873 -1.211 0.457 -0.389
C 4.631272 0.408395 -0.153625 -0.699 -0.143 -0.531
C 3.370826 0.940930 -0.336391 0.915 1.902 -0.139
N 2.467060 0.403425 0.550647 1.451 -1.067 -0.250
C 3.173741 -0.527021 1.199837 -1.537 -0.581 1.111
H 5.092240 -1.119600 1.375106 0.747 -0.138 -0.358
H 5.506787 0.523002 -0.798561 -0.220 0.018 0.820
H 3.135286 1.895601 -0.875247 0.214 -1.443 0.220
H 2.693005 -1.247747 1.915181 0.824 0.915 -0.686
```
Positions in Å, forces in eV/Å.

E_HOMO (spin up / spin down): -10.0 / -9.4 eV
⟨S²⟩: 4.22
energy relative to the best compared isomer or geometry (same formula, charge and spin): 0.000 eV
multiplicity: 4
total charge: +1

A cluster of 5 separate species, H10O5 in total. Source: the Open Molecules 2025 dataset; level of theory: ωB97M-V with the def2-TZVPD basis set.

XYZ file:
```
15
Properties=species:S:1:pos:R:3:forces:R:3
H 0.445651 1.020367 -0.568763 0.291 0.223 -1.469
H 0.013419 2.250763 0.244512 -0.215 2.046 -0.242
H 0.393314 -0.279285 -1.931195 0.510 0.328 -0.389
H 1.717970 0.108654 -1.397234 2.934 -1.271 1.741
H -1.469818 -0.467378 -1.826199 -0.752 0.470 -0.700
H -1.073556 -1.183266 -0.602181 -0.009 -0.757 -0.084
H -0.675937 -1.147867 1.545086 -0.016 0.027 -0.145
H -1.281314 0.042837 0.776863 0.027 -0.691 0.515
H 0.539650 0.194158 2.577777 1.260 -0.827 -0.144
H 1.271905 0.165836 1.292453 0.273 -0.666 1.189
O 0.174173 1.340547 0.289887 -0.492 -1.529 1.730
O 1.090404 0.444313 -1.961920 -2.886 0.367 -1.767
O -0.987213 -1.249410 -1.586383 0.458 0.030 0.323
O -1.435785 -0.909433 0.988857 0.063 0.802 0.040
O 1.277136 -0.330838 2.158441 -1.447 1.448 -0.597
```
Positions in Å, forces in eV/Å.

E_HOMO: -11.6 eV
energy relative to the best compared isomer or geometry (same formula, charge and spin): 0.899 eV
SMILES string: O.O.O.O.O
total charge: 0